No. 1
64
Properties=species:S:1:pos:R:3:forces:R:3:nbo_charge:R:1 method="wB97M-V/def2-TZVPD" max_force_ev_per_a=1.04 smiles="CCc1ccc(S(=O)(=O)N2CCC[C@@H](N3CCN(c4ccc(OC)cc4)CC3)C2)cc1"
C 1.508 0.049 6.010 -0.1798 0.1763 0.0803 -0.607
H 2.035 0.223 5.075 0.0912 -0.0462 -0.0881 0.206
H 2.171 0.321 6.828 0.0803 -0.0260 0.0268 0.218
H 1.282 -1.011 6.097 0.0466 -0.1292 -0.0217 0.208
C 0.236 0.883 6.085 0.1845 -0.0842 0.0374 -0.423
C -0.785 0.616 5.011 -0.0840 0.0641 0.0097 -0.004
C -1.970 1.352 5.030 -0.0123 -0.0748 -0.1320 -0.201
C -2.948 1.154 4.074 -0.0942 0.1484 0.1428 -0.188
C -2.747 0.204 3.089 -0.4685 -0.1211 -0.5372 -0.358
C -1.585 -0.538 3.050 0.0302 -0.1471 -0.1038 -0.191
C -0.607 -0.332 4.010 -0.0346 0.0755 0.0375 -0.180
H 0.294 -0.923 3.972 0.1057 -0.0682 0.0150 0.212
H -1.469 -1.285 2.281 0.0828 -0.1184 -0.0706 0.237
S -3.965 0.012 1.791 0.0024 0.0526 -0.1510 2.337
O -5.240 0.454 2.270 0.1837 0.2642 0.1562 -0.937
O -3.846 -1.302 1.231 0.3338 0.0568 0.0478 -0.939
N -3.478 1.088 0.612 -0.5103 -0.7015 0.5802 -0.667
C -2.237 0.758 -0.041 0.4077 -0.3646 -0.5361 -0.272
H -2.253 -0.319 -0.209 0.2126 0.0361 -0.0922 0.238
C -2.149 1.527 -1.375 0.0560 0.3314 0.2030 -0.025
N -0.996 1.219 -2.196 -0.0547 -0.1536 -0.0160 -0.459
C 0.317 1.344 -1.584 0.2905 0.0054 -0.0312 -0.230
C 0.972 -0.006 -1.273 -0.0967 0.1559 0.2070 -0.224
N 1.127 -0.765 -2.494 -0.2881 0.1821 0.0039 -0.435
C 2.267 -1.498 -2.743 0.1924 -0.1955 -0.1621 0.149
C 2.692 -1.786 -4.042 -0.2342 0.1527 0.1536 -0.211
C 3.822 -2.550 -4.282 0.3632 -0.2576 0.0126 -0.298
C 4.574 -3.046 -3.227 -0.0155 0.0086 0.0245 0.257
C 4.159 -2.768 -1.926 0.1496 -0.0667 -0.2069 -0.229
C 3.029 -2.018 -1.688 0.0303 0.0413 -0.0176 -0.243
H 2.723 -1.852 -0.667 -0.0463 0.0127 0.1004 0.210
H 4.739 -3.163 -1.107 0.0607 -0.0518 0.1079 0.221
O 5.711 -3.803 -3.349 -0.1877 0.1232 0.2846 -0.498
C 6.161 -4.117 -4.641 0.0588 -0.0387 -0.1769 -0.249
H 5.417 -4.698 -5.198 0.0226 0.0333 0.0083 0.172
H 6.415 -3.216 -5.211 -0.0233 -0.0353 0.0097 0.172
H 7.058 -4.719 -4.505 -0.0557 0.0370 -0.0703 0.198
H 4.104 -2.741 -5.306 0.0570 -0.0325 -0.0723 0.216
H 2.148 -1.404 -4.890 -0.0713 0.0582 -0.0670 0.204
C 0.201 -0.433 -3.551 -0.1564 -0.0476 -0.0491 -0.221
H 0.046 -1.318 -4.174 -0.0021 0.1010 -0.0233 0.213
C -1.135 -0.022 -2.942 -0.0193 0.0063 -0.2218 -0.205
H -1.864 0.144 -3.742 0.0222 -0.1345 0.0310 0.203
H -1.501 -0.850 -2.316 0.0051 -0.0272 -0.0433 0.172
H 0.573 0.382 -4.191 -0.0330 -0.0659 -0.0762 0.179
H 0.358 -0.557 -0.546 0.0993 0.0771 0.1001 0.178
H 1.953 0.175 -0.826 -0.0767 -0.0195 0.0076 0.211
H 0.967 1.890 -2.280 0.0841 -0.0216 0.1997 0.195
H 0.251 1.934 -0.669 0.0293 0.0210 -0.0069 0.206
C -2.246 3.028 -1.084 -0.3339 -0.2028 -0.1597 -0.398
C -3.545 3.318 -0.336 0.2504 -0.0921 0.2131 -0.404
C -3.607 2.487 0.943 -0.3569 0.6090 0.1527 -0.235
H -4.568 2.603 1.444 0.0929 0.1843 0.0070 0.238
H -2.803 2.802 1.630 -0.0460 0.0018 -0.0287 0.173
H -4.395 3.057 -0.967 -0.0862 0.0425 -0.0151 0.208
H -3.611 4.377 -0.084 -0.0638 -0.0016 0.0127 0.215
H -2.213 3.577 -2.026 0.0686 0.0031 -0.0210 0.222
H -1.398 3.350 -0.477 0.1001 0.0248 0.0274 0.192
H -3.028 1.247 -1.965 0.0024 -0.0132 0.0421 0.206
H -1.378 1.012 0.603 0.0074 -0.0053 -0.0633 0.176
H -3.875 1.705 4.086 -0.0953 0.1090 0.0763 0.240
H -2.123 2.086 5.808 -0.0268 0.0748 0.0838 0.215
H 0.501 1.944 6.044 -0.0576 -0.0152 0.0654 0.216
H -0.244 0.716 7.054 0.0067 0.0890 -0.0070 0.218

***

No. 2
61
Properties=species:S:1:pos:R:3:forces:R:3:nbo_charge:R:1 method="wB97M-V/def2-TZVPD" max_force_ev_per_a=3.40
C 1.167 4.594 1.356 -0.0170 0.2854 0.0489 -0.621
C 1.106 3.093 1.363 0.3239 0.1383 -0.3076 -0.059
O 1.599 2.583 0.116 -0.4495 0.9542 1.2119 -0.542
C 1.625 1.223 0.139 0.8538 -1.9497 -2.6518 0.757
C 2.128 0.678 -1.137 -0.9311 -0.9061 2.1752 -0.433
C 2.072 -0.755 -1.289 0.1587 1.5299 -0.2471 0.524
O 1.374 -1.470 -0.568 -0.2619 -1.1657 0.2247 -0.696
C 2.866 -1.377 -2.447 -0.2398 -0.2236 0.1669 -0.491
C 2.176 -1.137 -3.787 -0.0065 -0.2270 -0.3330 -0.383
C 2.005 0.340 -4.141 0.2005 0.2173 -0.2348 -0.405
C 3.088 1.219 -3.498 -0.4298 0.1562 0.0919 -0.393
C 2.678 1.665 -2.086 0.5788 1.1152 -0.5626 -0.397
O 1.281 0.609 1.143 -0.4981 0.0857 0.6951 -0.728
H 0.764 4.942 2.308 -0.0265 0.1474 0.0508 0.199
H 2.194 4.960 1.282 -0.1095 -0.0676 -0.1209 0.213
H 0.563 5.033 0.558 0.1250 -0.0581 -0.0088 0.205
H 1.721 2.694 2.179 -0.2755 -0.0055 -0.0989 0.187
H 0.071 2.754 1.498 0.1470 -0.0075 0.1092 0.145
H 3.886 -0.979 -2.463 -0.1579 -0.1430 0.0262 0.199
H 2.920 -2.458 -2.289 0.0203 0.1232 0.1932 0.216
H 2.760 -1.627 -4.579 -0.0338 0.0216 0.1317 0.189
H 1.194 -1.629 -3.786 0.1427 -0.0003 0.0589 0.199
H 2.041 0.461 -5.233 -0.0726 -0.0706 0.1396 0.194
H 1.008 0.682 -3.825 0.2518 0.0858 0.0497 0.197
H 4.058 0.708 -3.467 -0.1930 0.0742 -0.2152 0.189
H 3.221 2.129 -4.100 0.0733 -0.1676 0.1099 0.198
H 1.910 2.450 -2.221 0.2896 -0.1057 -0.0628 0.192
H 3.542 2.187 -1.631 -0.1744 0.0403 -0.1892 0.186
C -0.711 -2.727 5.126 0.0920 -0.0914 0.0977 -0.402
C -1.150 -1.299 5.437 -0.3077 -0.0518 -0.1611 -0.407
C -0.647 -0.307 4.389 0.4653 0.2700 0.1854 -0.214
N -0.966 -0.745 3.028 -0.5547 0.8899 -0.7576 -0.286
C -1.489 0.064 2.123 0.8029 -0.2182 0.9934 0.266
C -1.930 -0.367 0.859 -0.6247 0.1176 -1.5333 -0.313
C -2.220 0.482 -0.188 0.2794 -0.5525 1.8823 -0.022
C -2.618 0.037 -1.493 -0.4953 -0.5574 -1.5634 -0.036
C -2.682 0.959 -2.570 0.0630 -0.3358 0.6688 -0.162
C -3.004 0.545 -3.857 -0.1088 -0.3303 -0.0273 -0.221
C -3.290 -0.806 -4.111 0.1444 0.2916 0.4332 -0.173
C -3.253 -1.734 -3.060 -0.0138 0.2295 0.0999 -0.202
C -2.934 -1.323 -1.768 0.2305 0.5576 -0.0873 -0.178
C -0.479 -2.086 2.716 0.1634 -0.6379 -0.1114 -0.231
C -1.051 -3.109 3.692 -0.1592 0.1146 -0.0093 -0.409
H 0.374 -2.809 5.269 -0.1053 -0.0455 0.0241 0.205
H -1.196 -3.421 5.819 0.1561 0.0718 -0.0016 0.220
H -2.246 -1.257 5.473 0.0940 0.0234 0.0284 0.202
H -0.774 -0.991 6.418 -0.0799 0.0401 -0.1316 0.227
H -1.079 0.685 4.557 0.1707 -0.1710 -0.1236 0.216
H 0.451 -0.246 4.461 -0.2570 0.1333 -0.1150 0.222
H -1.584 1.122 2.401 0.0404 -0.4646 0.0141 0.219
H -2.062 -1.440 0.710 0.3308 0.4707 -0.0286 0.216
H -2.161 1.557 -0.005 0.2056 -0.1653 -0.1861 0.213
H -2.460 2.005 -2.352 -0.0139 -0.2410 -0.1950 0.216
H -3.036 1.276 -4.666 0.0146 -0.2478 0.2378 0.224
H -3.546 -1.132 -5.119 0.0951 0.0915 0.2622 0.221
H -3.475 -2.786 -3.247 0.0565 0.3471 0.0308 0.221
H -2.916 -2.051 -0.957 -0.0120 0.1355 -0.3450 0.208
H -0.713 -2.352 1.685 0.2775 0.1994 0.1994 0.244
H 0.618 -2.063 2.819 -0.2804 0.1710 -0.2183 0.241
H -0.648 -4.096 3.444 -0.0509 0.1193 0.0110 0.230
H -2.142 -3.155 3.572 0.0931 -0.0401 -0.0242 0.199

***

No. 3
63
Properties=species:S:1:pos:R:3:forces:R:3:nbo_charge:R:1 method="wB97M-V/def2-TZVPD" max_force_ev_per_a=13.50
C -3.339 -1.444 -5.362 -6.0942 3.0388 -3.1459 -0.215
H -4.093 -2.239 -5.192 0.6340 0.0750 0.4893 0.161
O -2.225 -1.368 -4.729 5.1658 0.0039 7.9986 -0.480
C -2.251 -1.161 -3.224 1.5274 0.4161 -2.0278 0.263
C -1.085 -1.075 -2.503 5.2449 -2.3414 -4.2930 -0.210
C -0.757 -1.054 -1.153 -1.7904 1.2268 -1.2280 -0.063
C -1.841 -0.925 -0.297 -4.2301 0.1260 -11.8417 -0.254
C -3.147 -0.619 -1.054 1.4821 -1.6962 3.6212 0.307
C -3.283 -0.841 -2.420 -4.7530 -0.2883 -0.1004 0.122
O -4.639 -0.883 -2.966 8.6276 7.3455 -2.7308 -0.496
C -5.318 -1.871 -2.700 -11.2517 3.0558 5.6799 -0.205
H -5.606 -1.683 -1.538 -0.4436 -1.0864 -1.7198 0.123
H -5.241 -2.795 -2.671 3.1342 -8.8667 -0.9317 0.160
H -6.345 -1.753 -3.235 1.3126 -0.0876 0.6707 0.163
O -4.324 -0.383 -0.323 2.8719 -1.1422 -0.5379 -0.503
C -4.114 -0.330 1.124 -4.7071 4.4375 -2.4445 -0.270
H -3.869 -1.144 1.714 0.7539 -1.9670 0.4049 0.195
H -3.559 0.596 1.299 0.3889 -0.4135 0.4167 0.184
H -5.237 -0.004 1.231 2.0410 -0.7654 1.3280 0.215
H -1.668 -0.731 0.582 0.9833 1.7469 9.4294 0.184
C 0.613 -0.980 -0.609 3.0424 -9.0198 -6.9107 -0.118
N 1.811 -0.614 -1.485 -8.9527 4.4255 -0.8227 -0.435
C 3.062 -0.855 -1.163 2.1320 0.0761 6.2680 -0.210
C 3.519 -0.225 0.217 -10.4773 3.8845 -1.7908 -0.458
H 4.451 -0.113 0.320 7.2152 -0.6158 2.1046 0.172
H 2.680 -0.434 0.932 1.9159 -1.1040 0.3181 0.224
C 3.149 1.430 0.212 3.4928 0.2354 -4.5507 0.048
C 1.926 1.810 -0.642 -2.3031 0.5668 7.9520 -0.508
C 1.547 0.835 -1.614 -1.0338 1.6381 -8.3057 -0.231
H 0.408 1.043 -1.946 2.5502 -0.7907 0.7652 0.225
H 2.139 1.241 -2.664 -1.4418 -1.4900 2.2595 0.175
H 1.805 2.959 -0.743 0.3458 -2.0605 -0.7177 0.244
H 1.144 1.596 0.258 0.7729 0.9619 -1.8867 0.208
C 3.423 2.177 1.536 2.7620 -2.6346 -3.1915 -0.438
C 2.846 1.526 2.735 -4.4802 -0.1864 -8.1616 -0.089
H 3.179 2.128 3.347 2.1872 5.3879 7.7782 0.172
O 1.395 1.593 2.451 1.8918 -4.0158 4.0543 -0.526
C 0.784 0.562 3.444 -5.0000 8.3503 -9.3565 0.328
C 1.226 0.254 4.589 -5.4689 -2.5902 1.6223 -0.364
C 0.494 -0.407 5.461 -9.2943 -3.4183 3.5245 -0.133
C -1.110 -0.613 5.239 7.8206 0.6381 0.6439 -0.215
C -1.316 -0.058 4.078 -8.7352 2.8801 -2.8235 -0.211
C -0.608 0.739 3.246 3.6657 -2.7813 -0.3489 -0.215
H -1.059 1.170 2.382 0.1083 0.4953 -0.3482 0.230
H -2.487 0.186 3.810 2.2047 -1.2490 0.6755 0.164
H -1.881 -0.951 5.856 -0.4154 -0.8000 1.1018 0.228
H 0.574 -0.856 6.448 1.9219 0.5439 -0.1683 0.229
H 2.054 0.227 4.908 12.1200 0.6886 3.3230 0.219
H 3.290 0.631 2.748 0.8231 -3.9077 0.6644 0.177
H 3.257 3.171 1.355 -1.5448 2.7117 0.0896 0.211
H 4.557 2.260 1.544 -0.8391 -0.7431 0.6507 0.217
C 4.331 2.060 -0.945 -4.9458 -12.4011 -1.8860 0.004
O 5.527 1.828 -0.641 9.3854 -5.1977 3.7542 -0.685
H 5.760 0.713 -0.474 -1.1471 5.0679 -0.8797 0.447
H 4.140 2.953 -0.926 -2.0230 9.8735 -0.5813 0.141
H 4.267 1.422 -1.986 -1.5883 2.2179 1.7178 0.111
H 3.022 -1.824 -0.872 1.0774 -3.7951 -0.0090 0.206
H 3.717 -0.572 -1.862 2.4254 0.5400 -3.0926 0.196
H 0.597 -0.630 0.272 0.2652 2.5947 6.7397 0.164
H 0.821 -2.456 -0.528 -0.3017 4.0092 0.4315 0.158
H -0.177 -1.311 -3.232 -1.5236 0.7973 1.6247 0.226
H -2.995 -1.534 -6.385 -0.5163 -0.0269 -0.6570 0.187
H -3.938 -0.374 -5.255 1.0087 -2.5746 -0.6118 0.146

***

No. 4
72
Properties=species:S:1:pos:R:3:forces:R:3:mulliken_charge:R:1 method="wB97M-V/def2-TZVPD" max_force_ev_per_a=1.58 total_charge=-2
Pd -0.106 -0.809 0.106 0.7924 -0.3612 -1.3155 0.113
O -0.415 -2.750 4.044 0.2258 0.0739 -0.1285 -0.664
P -0.670 -1.389 3.234 -0.1912 0.0791 -0.1651 0.660
O -0.857 -0.258 4.167 -0.0032 -0.0654 -0.0023 -0.848
O 0.399 -1.237 2.151 -0.2416 -0.1508 0.1747 -0.107
O -2.054 -1.723 2.429 0.0739 -0.0304 0.2889 -0.230
P -2.296 -3.046 1.507 -0.2230 -0.1115 -0.1924 0.721
O -3.830 -3.435 1.918 0.0279 0.2054 0.0354 -0.625
O -2.295 -2.645 0.072 -0.0793 -0.1230 0.2750 -0.433
O -1.429 -4.154 2.029 0.0843 0.0747 -0.0685 -0.936
H -0.610 -3.489 3.411 -0.1132 -0.0187 0.0203 0.422
H -4.403 -2.831 1.432 0.0064 -0.0663 -0.0009 0.279
C 4.624 1.718 2.139 -0.0228 -0.0186 -0.0242 -1.237
As 3.079 0.561 1.867 -0.0199 0.0282 0.1255 0.951
C 1.642 1.634 2.548 -0.0248 0.0002 -0.0096 -0.410
C 3.370 -0.878 3.119 -0.0254 0.0573 -0.0307 -0.971
O 3.054 0.081 0.295 0.1559 0.0142 0.0074 -0.793
H 4.732 1.997 3.189 -0.0171 -0.0047 -0.0186 0.372
H 4.477 2.612 1.532 0.0175 -0.0049 0.0160 0.313
H 5.516 1.196 1.797 0.0063 0.0003 0.0002 0.355
H 1.943 2.011 3.528 -0.0009 -0.0230 0.0098 0.540
H 0.739 1.031 2.649 0.0899 0.0553 -0.0024 -0.235
H 1.487 2.468 1.864 -0.0329 -0.0178 -0.0010 0.084
H 3.507 -0.468 4.121 -0.0414 -0.0125 0.0042 0.385
H 4.262 -1.423 2.815 0.0207 -0.0331 -0.0227 0.366
H 2.487 -1.514 3.084 0.0040 0.0015 0.0219 0.020
C 0.162 -3.861 -1.059 0.1813 -0.1067 -0.1204 -1.266
N 1.060 -2.819 -0.582 -0.2911 0.0999 0.2662 1.024
C 1.958 -3.322 0.440 -0.0128 0.0670 0.1224 -1.040
C 1.781 -2.156 -1.652 0.1688 0.1150 -0.0266 -1.036
C 0.855 -1.393 -2.546 -0.1608 0.1665 -0.0483 1.216
C 0.946 -1.543 -3.922 0.0644 0.2808 -0.0501 -0.685
C 0.254 -0.688 -4.779 0.0836 -0.0558 0.1011 -0.741
C -0.511 0.319 -4.219 -0.0358 0.0061 0.0442 -1.263
C -0.646 0.417 -2.833 -0.3507 -0.0595 0.0082 0.670
C -0.038 -0.465 -1.940 0.2441 -0.2776 0.3718 -0.386
H -0.387 -4.274 -0.219 -0.0257 -0.0500 0.0420 0.322
H 0.735 -4.663 -1.562 0.0203 0.0140 -0.0025 0.222
H -0.557 -3.440 -1.756 -0.0197 0.0149 0.0031 0.275
H 1.368 -3.741 1.255 0.0330 -0.0206 -0.0211 0.152
H 2.555 -2.497 0.828 -0.0063 0.0083 -0.0465 0.034
H 2.637 -4.091 0.032 -0.0105 -0.0918 -0.0131 0.368
H 2.441 -2.828 -2.236 -0.2229 -0.2308 0.0671 0.197
H 2.422 -1.425 -1.162 0.2064 0.0852 0.0270 0.029
H 1.607 -2.303 -4.327 -0.0088 -0.0221 -0.0134 0.341
H 0.338 -0.792 -5.855 -0.0071 -0.0166 -0.0059 0.331
H -1.031 1.029 -4.854 0.0050 -0.0019 0.0088 0.422
H -1.293 1.204 -2.460 0.0312 -0.0062 -0.0353 0.395
C 1.406 4.949 -0.907 -0.0458 -0.0399 0.0151 -0.393
C 1.824 3.682 -1.292 -0.0139 -0.0572 0.0082 -0.977
C 1.057 2.562 -0.985 0.1102 0.0531 0.0281 0.324
C -0.150 2.674 -0.291 -0.0330 0.0597 0.0245 0.576
C -0.544 3.958 0.102 0.0494 0.0848 -0.0827 -0.734
C 0.215 5.084 -0.203 -0.0539 -0.0400 0.0265 -0.796
Si -1.119 1.124 0.291 -0.3084 0.3458 0.2160 1.821
C -2.884 1.192 -0.443 -0.0965 0.0848 0.0884 0.447
C -3.742 2.250 -0.131 -0.0773 0.0306 -0.1373 -0.651
C -5.051 2.297 -0.601 0.0567 0.0012 0.0316 -0.722
C -5.542 1.260 -1.384 0.0672 0.0112 0.0375 -0.396
C -4.720 0.179 -1.671 0.0474 -0.0196 0.0266 -1.035
C -3.411 0.143 -1.200 -0.0910 -0.0688 0.0324 0.247
H 2.007 5.821 -1.139 -0.0032 0.0040 -0.0015 0.346
H 2.762 3.559 -1.824 -0.0052 -0.0107 0.0084 0.418
H 1.422 1.574 -1.242 -0.0022 0.0316 -0.0136 0.257
H -1.455 4.083 0.679 0.0448 0.0088 -0.0105 0.136
H -0.117 6.066 0.120 -0.0032 -0.0116 -0.0026 0.372
H -1.427 1.526 1.697 0.0203 0.0707 0.0971 -0.407
H -3.388 3.055 0.507 -0.0265 -0.0184 -0.0278 0.124
H -5.692 3.134 -0.342 0.0067 0.0022 -0.0013 0.372
H -6.563 1.285 -1.749 -0.0149 0.0053 -0.0060 0.339
H -5.102 -0.654 -2.252 0.0144 0.0008 0.0051 0.398
H -2.796 -0.732 -1.377 0.0033 0.0051 -0.0378 0.261

***

Energy relative to the best compared isomer or geometry (same formula, charge and spin) (kcal per mole)
28.9 65.1 599.3 18.4
HOMO-LUMO gap (eV)
7.7 3.9 8.2 6.6
LUMO energy (eV)
0.5 -1.5 0.2 4.6